{"formula": "C20H19N4O6P", "method": "ωB97M-V/def2-TZVPD", "symbols": ["C", "C", "C", "C", "C", "C", "C", "N", "N", "C", "O", "N", "C", "C", "C", "C", "C", "C", "C", "N", "C", "C", "C", "O", "C", "C", "O", "P", "O", "O", "O", "H", "H", "H", "H", "H", "H", "H", "H", "H", "H", "H", "H", "H", "H", "H", "H", "H", "H", "H"], "xyz": [[1.51921, -3.63671, -4.47090], [0.21602, -3.99758, -3.54710], [-1.06086, -3.70257, -4.41684], [0.10905, -3.27163, -2.20186], [0.97726, -2.18624, -1.98799], [0.98512, -1.43134, -0.76772], [1.67890, -0.07460, -0.76559], [2.72533, 0.22402, -1.53321], [3.05732, 1.48216, -1.32717], [2.30812, 1.89443, -0.39591], [2.57357, 3.15464, 0.06375], [1.35367, 0.99490, -0.01228], [0.29946, 1.19204, 0.84354], [-1.00099, 1.11594, 0.28955], [-2.10904, 1.61132, 1.09014], [-1.84619, 2.14592, 2.37446], [-0.53068, 2.08038, 2.91900], [-0.76095, 2.58981, 4.26689], [-1.94585, 3.20207, 4.48115], [-2.64297, 2.91590, 3.25707], [-4.07218, 3.07154, 2.91302], [0.53544, 1.67809, 2.12743], [0.28728, -2.03012, 0.31829], [0.24344, -1.59849, 1.54992], [-0.47760, -3.19261, 0.14935], [-0.71796, -3.78008, -1.06721], [-1.43231, -4.97195, -1.35594], [-2.62610, -5.41598, -0.41701], [-3.59252, -4.31814, -0.32225], [-3.29799, -6.64459, -0.95198], [-2.20673, -5.91611, 0.95672], [2.37614, -3.71301, -3.85071], [1.48085, -4.49961, -5.10436], [1.53826, -2.62735, -4.98830], [0.35331, -5.03178, -3.33785], [-2.00376, -4.13256, -4.09186], [-1.10220, -2.65092, -4.14606], [-0.80802, -3.92637, -5.43078], [1.46025, -1.69480, -2.86947], [1.85409, 3.48638, 0.57185], [-1.05693, 0.74569, -0.72282], [-3.16823, 1.55913, 0.82831], [-0.01465, 2.38234, 5.02414], [-2.26345, 3.65621, 5.43767], [-4.55132, 3.44226, 3.78538], [-4.14734, 3.72926, 2.06938], [-4.50478, 2.14135, 2.67084], [1.54280, 2.03697, 2.44937], [-0.63724, -1.38723, 1.77045], [-0.91158, -3.78536, 0.93946]], "forces_ev_per_a": [[-2.349, 0.545, 1.260], [0.048, 1.311, -0.715], [1.195, 0.316, 1.904], [0.763, -0.082, 1.052], [-1.450, 0.853, -0.311], [-0.098, 0.147, 0.416], [0.452, -3.415, -1.357], [-1.619, -3.037, -0.417], [1.246, 0.728, -0.178], [0.234, 2.792, 0.580], [-0.073, -0.567, 0.051], [1.919, 0.562, -0.349], [-1.859, 1.284, 1.080], [-1.264, 1.031, 2.489], [0.879, -0.440, -0.318], [1.079, 0.677, 0.117], [-2.882, 0.480, 0.754], [3.105, -0.020, 0.845], [0.005, -1.952, -2.192], [-1.188, -0.634, -0.595], [2.004, 0.569, 0.801], [0.914, 0.810, 0.212], [-0.466, -1.611, -3.694], [2.446, 2.176, 2.843], [-0.581, -0.833, -0.870], [1.426, -1.695, -3.705], [4.503, 3.992, -1.206], [-4.900, -5.126, 4.667], [-1.070, 4.064, -0.449], [0.191, -1.168, -3.201], [2.771, 1.472, 1.156], [0.976, 0.005, 0.541], [0.396, -0.044, -1.100], [-0.363, -1.320, 0.453], [-0.158, -1.020, 0.186], [0.201, -0.444, 0.169], [-0.605, 0.533, -1.118], [-0.257, 0.144, -0.845], [-0.170, -0.751, 0.971], [-1.061, 0.409, 0.698], [-0.540, -0.109, 0.019], [0.504, -0.044, -0.697], [0.056, 0.642, 0.163], [-0.421, -0.335, -1.208], [-0.671, 0.590, 0.539], [-0.330, 0.524, -0.365], [-0.443, -1.233, -0.280], [-0.603, -1.170, -0.254], [-1.654, 0.087, 0.604], [-0.238, 0.309, 0.853]], "homo_lumo_gap_ev": 2.42, "e_above_lowest_kcal_mol": 6.1, "charge": -2, "smiles": "CC(C)c1cc(-c2nnc(O)n2-c2ccc3c(ccn3C)c2)c(O)cc1OP(=O)([O-])[O-]"}